# 1
Computed, not measured: 10 unconnected molecules or ions with the total composition C24H61N4O13, with ωB97M-V/def2-TZVPD.

- DFT total energy: -2147.49955 Ha
- Kohn-Sham gap: 6.9 eV
- Charge: +1
- E_HOMO: -9.7977 eV

Bonds (Å) are listed after each position.
Positions of all 102 atoms, in Å:
1 C 0.0607 4.8838 6.4157  C2 1.452, H24 1.145, H25 1.148
2 C -1.3431 4.6977 6.0969  C1 1.452, C3 1.578, H26 1.138
3 C -1.8151 3.6962 4.9727  C2 1.578, O4 1.266, O5 1.408
4 O -1.5379 4.0009 3.7761  C3 1.266
5 O -2.5355 2.5064 5.1916  C3 1.408, C6 1.451
6 C -1.9090 1.3770 4.5295  O5 1.451, C7 1.600, H27 1.149, H28 1.151
7 C -2.4698 1.0834 3.0602  C6 1.600, C8 1.602, H29 1.146, H30 1.149
8 C -3.0845 -0.3820 2.8611  C7 1.602, C9 1.618, H31 1.151, H32 1.161
9 C -2.0147 -1.5721 3.0970  C8 1.618, C10 1.603, H33 1.141, H34 1.150
10 C -1.4402 -2.2185 1.7476  C9 1.603, C11 1.598, H35 1.152, H36 1.146
11 C 0.0108 -1.6916 1.3343  C10 1.598, N12 1.507, H37 1.138, H38 1.155
12 N 0.9690 -1.6478 2.4962  C11 1.507, C13 1.340, H39 1.032
13 C 2.0000 -0.7921 2.4887  N12 1.340, N14 1.458, N23 1.437
14 N 2.9174 -0.7019 3.6182  C13 1.458, C15 1.432
15 C 3.8287 0.3386 3.2470  N14 1.432, N16 1.437, H40 1.129
16 N 3.4238 0.7669 1.9366  C15 1.437, C17 1.493, N23 1.352
17 C 4.2677 1.8722 1.3932  N16 1.493, C18 1.591, H41 1.151, H42 1.145
18 C 3.9016 2.3015 -0.0944  C17 1.591, O19 1.456, H43 1.152, H44 1.143
19 O 2.4879 2.5601 -0.3273  C18 1.456, C20 1.419
20 C 1.9389 3.4499 0.6318  O19 1.419, C21 1.612, O22 1.238
21 C 0.4008 3.1811 1.0310  C20 1.612, H45 1.151, H46 1.134, H47 1.152
22 O 2.5187 4.4170 1.1436  C20 1.238
23 N 2.3480 0.1205 1.4351  C13 1.437, N16 1.352, H48 1.027
24 H 0.5746 4.4027 7.3186  C1 1.145
25 H 0.7271 5.5530 5.7629  C1 1.148
26 H -2.1108 5.3317 6.6490  C2 1.138
27 H -0.7699 1.4932 4.4306  C6 1.149
28 H -2.1190 0.4327 5.1530  C6 1.151
29 H -3.3022 1.8358 2.8277  C7 1.146
30 H -1.6249 1.1870 2.2891  C7 1.149
31 H -3.9481 -0.4769 3.6154  C8 1.151
32 H -3.5911 -0.4865 1.8219  C8 1.161
33 H -1.2099 -1.2354 3.8324  C9 1.141
34 H -2.6035 -2.4065 3.6259  C9 1.150
35 H -1.3880 -3.3607 1.8914  C10 1.152
36 H -2.2295 -2.0654 0.9303  C10 1.146
37 H 0.4438 -2.2242 0.4265  C11 1.138
38 H -0.1204 -0.5874 1.0227  C11 1.155
39 H 0.7947 -2.2820 3.2920  N12 1.032
40 H 4.6773 0.7179 3.8881  C15 1.129
41 H 5.3493 1.4793 1.3612  C17 1.151
42 H 4.2861 2.7566 2.1205  C17 1.145
43 H 4.4640 3.2840 -0.3062  C18 1.152
44 H 4.3592 1.5287 -0.8017  C18 1.143
45 H 0.2495 2.1129 1.4321  C21 1.151
46 H -0.0006 3.9580 1.7526  C21 1.134
47 H -0.2153 3.2230 0.0585  C21 1.152
48 H 1.9265 0.2870 0.5136  N23 1.027
49 C 3.3107 0.0460 -3.5715  O50 1.423, H51 1.089, H52 1.091, H53 1.093
50 O 2.6108 0.2119 -2.3437  C49 1.423, H54 0.965
51 H 3.3132 -1.0106 -3.8371  C49 1.089
52 H 2.8117 0.6148 -4.3581  C49 1.091
53 H 4.3402 0.3926 -3.4548  C49 1.093
54 H 2.6241 1.1535 -2.1332  O50 0.965
55 C -6.0114 0.1658 -0.2667  O56 1.425, H57 1.090, H58 1.091, H59 1.093
56 O -5.7210 -0.1734 1.0860  C55 1.425, H60 0.965
57 H -5.1080 0.0392 -0.8626  C55 1.090
58 H -6.7921 -0.4931 -0.6502  C55 1.091
59 H -6.3397 1.2069 -0.3235  C55 1.093
60 H -6.5349 -0.0526 1.5901  O56 0.965
61 C 4.3275 1.0509 -6.8606  O62 1.421, H63 1.090, H64 1.093, H65 1.093
62 O 3.1992 0.1956 -6.7395  C61 1.421, H66 0.965
63 H 4.4935 1.5506 -5.9059  C61 1.090
64 H 5.2116 0.4623 -7.1187  C61 1.093
65 H 4.1415 1.8013 -7.6330  C61 1.093
66 H 3.0744 -0.2331 -7.5948  O62 0.965
67 C -4.7028 -2.5579 -2.9297  O68 1.417, H69 1.089, H70 1.094, H71 1.092
68 O -5.9005 -2.3003 -2.2172  C67 1.417, H72 0.966
69 H -4.7322 -2.0242 -3.8791  C67 1.089
70 H -3.8469 -2.2086 -2.3443  C67 1.094
71 H -4.6136 -3.6295 -3.1210  C67 1.092
72 H -5.8455 -2.7848 -1.3833  O68 0.966
73 C -6.7377 -2.0778 4.2341  O74 1.421, H75 1.091, H76 1.093, H77 1.093
74 O -5.9376 -1.0416 4.7863  C73 1.421, H78 0.965
75 H -6.4062 -2.2704 3.2130  C73 1.091
76 H -6.6255 -2.9883 4.8284  C73 1.093
77 H -7.7859 -1.7687 4.2212  C73 1.093
78 H -6.2490 -0.8895 5.6869  O74 0.965
79 C -2.8976 -2.9473 -6.8076  O80 1.421, H81 1.090, H82 1.093, H83 1.093
80 O -2.7589 -3.3708 -5.4580  C79 1.421, H84 0.964
81 H -3.5850 -3.6214 -7.3178  C79 1.090
82 H -3.2998 -1.9313 -6.8368  C79 1.093
83 H -1.9256 -2.9773 -7.3063  C79 1.093
84 H -2.1476 -2.7598 -5.0300  O80 0.964
85 C 7.1834 -0.2292 -2.3776  O86 1.425, H87 1.089, H88 1.092, H89 1.093
86 O 5.9952 0.0158 -1.6304  C85 1.425, H90 0.965
87 H 7.1141 0.2929 -3.3309  C85 1.089
88 H 8.0485 0.1423 -1.8251  C85 1.092
89 H 7.2886 -1.3014 -2.5597  C85 1.093
90 H 6.0824 -0.4564 -0.7936  O86 0.965
91 C -5.3490 -5.5727 0.0155  O92 1.421, H93 1.090, H94 1.093, H95 1.093
92 O -4.5541 -4.5316 0.5671  C91 1.421, H96 0.965
93 H -5.0146 -5.7705 -1.0028  C91 1.090
94 H -5.2364 -6.4788 0.6156  C91 1.093
95 H -6.3969 -5.2625 -0.0005  C91 1.093
96 H -4.8719 -4.3788 1.4651  O92 0.965
97 C 8.6217 2.3428 -4.8590  O98 1.421, H99 1.090, H100 1.093, H101 1.093
98 O 9.4464 1.7624 -3.8580  C97 1.421, H102 0.965
99 H 8.0719 1.5487 -5.3648  C97 1.090
100 H 7.9129 3.0361 -4.3982  C97 1.093
101 H 9.2409 2.8727 -5.5867  C97 1.093
102 H 9.9207 2.4835 -3.4271  O98 0.965



# 2
Computed, not measured: 20 unconnected molecules or ions with the total composition H40O20, with ωB97M-V/def2-TZVPD.

- DFT total energy: -1528.79845 Ha
- Kohn-Sham gap: 8.1 eV
- E_HOMO: -8.8983 eV

Bonds (Å) are listed after each position.
Positions of all 60 atoms, in Å:
1 O 1.2967 -0.3246 3.3327  H2 0.957, H3 0.957
2 H 0.3568 -0.1836 3.2184  O1 0.957
3 H 1.7013 0.4794 3.0072  O1 0.957
4 O -1.5029 -0.6178 2.6911  H5 0.957, H6 0.957
5 H -1.6949 -1.4799 2.3223  O4 0.957
6 H -2.2888 -0.3886 3.1872  O4 0.957
7 O 0.3130 4.6911 0.5099  H8 0.957, H9 0.957
8 H 0.2927 3.7731 0.7801  O7 0.957
9 H 1.0382 4.7420 -0.1127  O7 0.957
10 O -2.1519 2.4540 -0.7924  H11 0.957, H12 0.957
11 H -1.4535 1.9165 -0.4189  O10 0.957
12 H -2.9607 2.0288 -0.5073  O10 0.957
13 O -4.3344 1.6370 0.2333  H14 0.957, H15 0.957
14 H -4.1889 1.5978 1.1786  O13 0.957
15 H -5.0280 0.9977 0.0705  O13 0.957
16 O -2.3745 2.5335 -3.8300  H17 0.957, H18 0.957
17 H -2.1202 2.3423 -2.9272  O16 0.957
18 H -1.8098 1.9731 -4.3622  O16 0.957
19 O 2.6020 -2.3442 -2.6943  H20 0.957, H21 0.957
20 H 2.8848 -3.0126 -3.3183  O19 0.957
21 H 3.2083 -2.4307 -1.9587  O19 0.957
22 O 3.3153 -1.6255 2.0305  H23 0.957, H24 0.957
23 H 2.5537 -1.2174 2.4425  O22 0.957
24 H 3.9430 -1.7377 2.7443  O22 0.957
25 O 1.2448 -5.4263 -1.1697  H26 0.957, H27 0.957
26 H 1.4442 -6.2012 -0.6444  O25 0.957
27 H 0.9172 -4.7860 -0.5381  O25 0.957
28 O -4.4691 0.8192 2.8294  H29 0.957, H30 0.957
29 H -4.6489 1.4096 3.5612  O28 0.957
30 H -4.7923 -0.0325 3.1233  O28 0.957
31 O 1.1665 2.0760 1.5537  H32 0.957, H33 0.957
32 H 1.1163 1.4796 0.8066  O31 0.957
33 H 2.0875 2.0577 1.8139  O31 0.957
34 O 3.8368 -0.2309 -3.8070  H35 0.957, H36 0.957
35 H 3.3564 -0.8667 -3.2768  O34 0.957
36 H 4.7522 -0.3500 -3.5538  O34 0.957
37 O 4.1409 -2.6832 -0.2945  H38 0.957, H39 0.957
38 H 3.9127 -2.1042 0.4328  O37 0.957
39 H 4.5016 -3.4645 0.1247  O37 0.957
40 O -2.2612 5.0890 0.1345  H41 0.957, H42 0.957
41 H -1.3562 5.0670 0.4454  O40 0.957
42 H -2.3243 4.3519 -0.4729  O40 0.957
43 O -0.5147 0.2208 -0.0831  H44 0.957, H45 0.957
44 H -1.1298 -0.0529 0.5974  O43 0.957
45 H -0.3097 -0.5841 -0.5590  O43 0.957
46 O -0.7656 0.9155 -5.4395  H47 0.957, H48 0.957
47 H -0.3099 0.2470 -4.9279  O46 0.957
48 H -0.0815 1.5392 -5.6827  O46 0.957
49 O 0.9258 -2.9106 0.5351  H50 0.957, H51 0.957
50 H 0.4505 -3.2111 1.3098  O49 0.957
51 H 1.6869 -2.4476 0.8851  O49 0.957
52 O 0.7263 -0.9550 -4.1973  H53 0.957, H54 0.957
53 H 1.5575 -1.1507 -4.6297  O52 0.957
54 H 0.9082 -1.0697 -3.2645  O52 0.957
55 O -0.2902 3.0188 3.7735  H56 0.957, H57 0.957
56 H 0.1459 2.7818 2.9551  O55 0.957
57 H 0.4123 3.0361 4.4235  O55 0.957
58 O -2.4018 -3.5324 2.3875  H59 0.957, H60 0.957
59 H -3.2959 -3.5960 2.0515  O58 0.957
60 H -1.9366 -4.2575 1.9704  O58 0.957